Entry 1:
Molecular formula: C30H61CoFN11Si
Method: DFT, ωB97M-V/def2-TZVPD

Last column: Mulliken charge in e.
Positions of all 105 atoms, in Å:
Co (0.4242, -0.2532, 0.0084)  0.25
C (3.8085, 2.3673, 2.4486)  -1.02
N (3.3578, 2.7597, 1.1151)  0.48
C (4.0701, 3.9231, 0.5793)  -1.18
C (2.3698, 2.1809, 0.3862)  -1.07
N (2.1866, 0.8766, 0.2891)  0.39
C (3.2892, 0.0151, 0.7101)  -0.83
C (2.8560, -1.4031, 0.5548)  -0.17
N (1.5041, -1.5511, 1.1252)  0.80
C (1.4835, -1.2649, 2.5819)  -1.08
C (0.8814, 0.0869, 2.8371)  -0.34
N (-0.2754, 0.3031, 1.9943)  0.59
C (-1.4115, 0.6076, 2.6017)  -0.88
N (-1.6796, 0.2641, 3.8991)  0.45
C (-1.3460, -1.0219, 4.4892)  -0.96
C (-2.1487, 1.2654, 4.8601)  -1.21
N (-2.3899, 1.3248, 1.9988)  0.69
C (-3.7798, 1.2843, 2.4354)  -1.13
C (-2.1339, 2.2706, 0.9205)  -0.68
C (0.8899, -2.8530, 0.8150)  -0.64
C (-0.5888, -2.7393, 0.9409)  -0.38
N (-1.0086, -1.6825, 0.0369)  1.14
C (-2.2806, -1.6576, -0.3274)  -1.01
N (-3.2382, -2.2881, 0.3904)  0.52
C (-3.3269, -2.2118, 1.8425)  -0.40
C (-4.3512, -2.9708, -0.2692)  -1.14
N (-2.6641, -1.0231, -1.4745)  1.23
C (-3.9415, -0.3229, -1.5393)  -1.22
C (-2.1516, -1.4975, -2.7683)  -0.76
N (1.5426, 3.0481, -0.2855)  1.11
C (1.5941, 3.0945, -1.7462)  -1.19
C (1.1324, 4.2960, 0.3498)  -1.21
H (3.9677, 3.2768, 3.0269)  0.40
H (4.7511, 1.8154, 2.4260)  0.32
H (3.0564, 1.7853, 2.9671)  0.43
H (5.1400, 3.7129, 0.5847)  0.43
H (3.8948, 4.8130, 1.1851)  0.37
H (3.7769, 4.1177, -0.4477)  0.29
H (3.5984, 0.2022, 1.7374)  0.39
H (4.1726, 0.1756, 0.0881)  0.70
H (3.5683, -2.0742, 1.0400)  0.55
H (2.8016, -1.6454, -0.4927)  -1.26
H (2.4940, -1.2919, 2.9890)  0.64
H (0.9126, -2.0441, 3.0798)  0.60
H (1.6043, 0.8438, 2.5625)  -1.16
H (0.6787, 0.2136, 3.8990)  1.16
H (-0.9835, -1.7100, 3.7341)  0.17
H (-2.2414, -1.4525, 4.9433)  0.38
H (-0.5910, -0.9259, 5.2751)  0.34
H (-2.2061, 2.2456, 4.3941)  0.36
H (-1.4408, 1.3221, 5.6896)  0.39
H (-3.1253, 1.0016, 5.2718)  0.37
H (-3.9540, 0.4423, 3.0984)  0.35
H (-4.4231, 1.1788, 1.5596)  0.33
H (-4.0682, 2.2035, 2.9494)  0.39
H (-1.0678, 2.3433, 0.7440)  -0.51
H (-2.5235, 3.2513, 1.2047)  0.62
H (-2.6287, 1.9566, 0.0043)  0.30
H (1.2760, -3.6401, 1.4673)  0.52
H (1.1349, -3.0886, -0.2019)  -1.03
H (-0.8699, -2.5279, 1.9732)  -0.25
H (-1.0419, -3.6954, 0.6704)  0.92
H (-3.0391, -3.1485, 2.3285)  0.29
H (-4.3607, -1.9942, 2.1142)  0.43
H (-2.7020, -1.4028, 2.2050)  -0.31
H (-4.1188, -3.1553, -1.3157)  0.31
H (-5.2818, -2.4037, -0.1973)  0.38
H (-4.5011, -3.9358, 0.2176)  0.40
H (-4.2498, -0.0196, -0.5389)  0.35
H (-4.7378, -0.9210, -1.9908)  0.39
H (-3.8075, 0.5732, -2.1477)  0.26
H (-1.1554, -1.9064, -2.6355)  -0.10
H (-2.1094, -0.6769, -3.4813)  0.22
H (-2.8136, -2.2682, -3.1790)  0.45
H (1.8251, 2.1123, -2.1447)  0.29
H (2.3614, 3.8017, -2.0853)  0.41
H (0.6421, 3.4310, -2.1434)  0.37
H (1.1266, 4.1798, 1.4326)  0.35
H (0.1169, 4.5250, 0.0227)  0.30
H (1.7692, 5.1464, 0.0873)  0.41
C (2.4148, -3.6706, -2.0510)  -1.69
Si (1.8904, -2.0336, -2.8205)  0.66
C (0.8344, -2.6698, -4.2354)  -1.29
C (3.5167, -1.2615, -3.3335)  -1.13
N (0.9685, -0.7562, -1.9709)  1.39
C (0.4167, 0.1830, -2.8381)  0.24
C (0.6926, 0.3303, -4.2135)  -0.99
C (0.0176, 1.2486, -5.0087)  -1.28
C (-0.9608, 2.0805, -4.4827)  -1.08
C (-1.2242, 1.9906, -3.1277)  -0.27
C (-0.5210, 1.0711, -2.3985)  0.19
F (-0.7470, 1.0042, -1.0312)  -0.04
H (2.9049, -4.1891, -2.8835)  0.58
H (1.5822, -4.3108, -1.7472)  0.41
H (3.1447, -3.6358, -1.2412)  0.34
H (1.4651, -2.8948, -5.1040)  0.40
H (0.0603, -1.9752, -4.5627)  0.45
H (0.3478, -3.6057, -3.9424)  0.41
H (4.1924, -2.0348, -3.7178)  0.42
H (4.0069, -0.7861, -2.4747)  0.18
H (3.4173, -0.5012, -4.1117)  0.39
H (1.4552, -0.2851, -4.6696)  0.44
H (0.2651, 1.3095, -6.0612)  0.44
H (-1.4875, 2.7927, -5.1043)  0.48
H (-1.9540, 2.6303, -2.6384)  0.52

HOMO-LUMO gap in eV: 6.38
Max |F| in hartree/bohr: 0.0226
Multiplicity: 1
Charge: +2
Highest occupied orbital energy in eV: -12.308


Entry 2:
Molecular formula: C2H4FN3O4
Method: DFT, ωB97M-V/def2-TZVPD

Last column: Mulliken charge in e.
Positions of all 14 atoms, in Å:
O (1.7588, 1.0569, 0.2687)  -0.76
N (1.2611, -0.0516, 0.5135)  1.05
O (1.7651, -1.1082, 0.2375)  -0.57
C (0.0496, -0.0532, 1.2194)  0.30
F (-0.4697, -1.2597, 1.4501)  -0.24
N (-0.6748, 0.9903, 1.6066)  0.79
O (-1.7378, 0.9104, 2.1711)  -0.62
O (-0.1684, 2.2190, 1.3722)  -0.47
H (0.7105, 2.1194, 0.8671)  0.45
C (-0.4776, -1.3643, -1.9158)  -0.29
N (-0.3883, -0.1910, -1.4851)  -0.32
H (-0.2008, -2.1676, -1.2440)  0.20
H (-0.7932, -1.6509, -2.9207)  0.27
H (-0.6345, 0.5505, -2.1407)  0.21

HOMO-LUMO gap (spin up / spin down) in eV: 8.48 / 8.48
Structure (SMILES): O=[N+]([O-])/C(F)=[N+](/[O-])O.C=N
Max |F| in hartree/bohr: 0.0340
Multiplicity: 1
Energy relative to the best compared isomer or geometry (same formula, charge and spin) in kcal/mol: 27.6
Highest occupied orbital energy (spin up / spin down) in eV: -9.688 / -9.687


Entry 3:
Molecular formula: C40H60IN2O5PSe2SiSn
Method: DFT, ωB97M-V/def2-TZVPD

Last column: Mulliken charge in e.
Positions of all 113 atoms, in Å:
Sn (-0.2474, -0.9176, 0.1167)  0.61
C (4.5165, -0.0129, 2.6192)  -1.08
Se (3.9261, -0.8811, 0.9814)  0.27
C (4.3269, -2.7090, 1.5566)  -0.73
C (4.8872, -3.5505, 0.4201)  -1.07
Se (3.6646, -3.6347, -1.1076)  0.19
C (4.9110, -3.0949, -2.4967)  -1.15
H (3.9040, -0.3236, 3.4631)  0.23
H (4.3948, 1.0579, 2.4703)  0.28
H (5.5653, -0.2299, 2.8104)  0.44
H (3.4353, -3.1726, 1.9812)  0.26
H (5.0701, -2.6355, 2.3524)  0.58
H (5.0715, -4.5705, 0.7570)  0.47
H (5.8277, -3.1312, 0.0644)  0.43
H (5.7083, -3.8265, -2.5972)  0.38
H (5.3234, -2.1139, -2.2658)  0.36
H (4.3538, -3.0516, -3.4316)  0.34
O (0.4275, -3.9884, 0.4674)  -0.24
C (-0.2976, -4.8505, -0.3712)  -0.92
C (-0.4944, -4.3441, -1.7786)  0.66
C (-1.3989, -5.0059, -2.6072)  -1.08
C (-1.5886, -4.5445, -3.8929)  -0.52
C (-0.8651, -3.4382, -4.3175)  -0.91
C (0.0153, -2.8552, -3.4270)  -0.03
N (0.2054, -3.2910, -2.1790)  0.60
H (1.3180, -3.8603, 0.1125)  -0.13
H (-1.2797, -4.9666, 0.0923)  0.38
H (0.1628, -5.8475, -0.4177)  0.35
H (-1.9557, -5.8561, -2.2342)  0.45
H (-2.2962, -5.0297, -4.5530)  0.41
H (-0.9878, -3.0292, -5.3107)  0.51
H (0.5897, -1.9854, -3.7255)  0.33
N (2.5268, -0.3904, -2.2918)  0.57
C (2.2176, 0.2426, -3.4711)  0.16
C (3.2120, 0.3413, -4.4599)  -0.90
C (2.9875, 1.0353, -5.6276)  -0.65
C (1.7714, 1.6777, -5.8486)  -1.02
C (0.7927, 1.5862, -4.8814)  -0.18
C (0.9736, 0.8530, -3.7039)  0.72
P (-0.3386, 0.8344, -2.4435)  0.76
C (-0.3786, 2.5892, -1.9668)  0.94
C (-1.2390, 3.5482, -2.4872)  -0.50
C (-1.1352, 4.8721, -2.0816)  -0.80
C (-0.1654, 5.2495, -1.1668)  -0.53
C (0.7023, 4.2967, -0.6471)  -0.67
C (0.5874, 2.9741, -1.0365)  -0.69
C (-1.8748, 0.5356, -3.3608)  0.11
C (-1.9044, -0.1381, -4.5793)  -0.75
C (-3.1141, -0.4655, -5.1741)  -0.76
C (-4.3092, -0.1267, -4.5598)  -0.68
C (-4.2903, 0.5303, -3.3382)  -0.70
C (-3.0839, 0.8469, -2.7373)  -0.50
H (1.7697, -0.7491, -1.7311)  -0.63
H (3.3128, -1.0183, -2.2977)  -0.22
H (4.1741, -0.1254, -4.2810)  0.48
H (3.7732, 1.0884, -6.3709)  0.40
H (1.6034, 2.2450, -6.7535)  0.44
H (-0.1520, 2.0958, -5.0316)  0.44
H (-1.9931, 3.2692, -3.2100)  0.41
H (-1.8130, 5.6118, -2.4881)  0.44
H (-0.0870, 6.2823, -0.8525)  0.41
H (1.4587, 4.5811, 0.0735)  0.50
H (1.2519, 2.2279, -0.6132)  0.37
H (-0.9808, -0.4142, -5.0701)  0.62
H (-3.1193, -0.9854, -6.1240)  0.43
H (-5.2528, -0.3836, -5.0231)  0.40
H (-5.2156, 0.7779, -2.8344)  0.46
H (-3.0858, 1.3263, -1.7655)  0.38
I (-2.8741, -1.8583, -0.3881)  -0.64
C (0.9036, 3.0022, 4.8226)  -1.97
C (0.4795, 2.9436, 3.3597)  2.33
C (0.1075, 4.3254, 2.8391)  -1.85
C (1.5900, 2.3316, 2.5150)  -0.48
O (-0.7201, 2.1557, 3.3146)  0.46
Si (-1.0957, 0.8146, 2.4683)  -2.66
O (-0.7190, 0.8940, 0.8996)  3.79
O (-0.2699, -0.5349, 2.9187)  -0.06
C (-0.3121, -1.4007, 4.0662)  1.51
C (-1.1495, -2.6127, 3.6771)  -1.38
C (-0.9130, -0.6880, 5.2696)  -1.39
C (1.1357, -1.7933, 4.3381)  -1.37
O (-2.6653, 0.5020, 2.7698)  -0.31
C (-3.8103, 1.3499, 2.5754)  1.83
C (-3.9404, 2.2997, 3.7583)  -1.65
C (-5.0074, 0.4097, 2.5049)  -1.69
C (-3.6718, 2.1174, 1.2631)  -1.22
H (1.7649, 3.6621, 4.9471)  0.44
H (1.1819, 2.0075, 5.1746)  0.25
H (0.0886, 3.3774, 5.4419)  0.37
H (0.9656, 5.0005, 2.8722)  0.46
H (-0.6915, 4.7516, 3.4473)  0.37
H (-0.2410, 4.2533, 1.8080)  0.21
H (2.4873, 2.9513, 2.5880)  0.73
H (1.2967, 2.2627, 1.4680)  -0.72
H (1.8384, 1.3289, 2.8685)  -0.12
H (-2.1608, -2.2949, 3.4183)  0.17
H (-1.2082, -3.3226, 4.5051)  0.47
H (-0.7137, -3.1206, 2.8143)  0.10
H (-1.9608, -0.4518, 5.0943)  0.19
H (-0.3793, 0.2393, 5.4834)  0.11
H (-0.8425, -1.3321, 6.1485)  0.54
H (1.5676, -2.2452, 3.4431)  -0.01
H (1.2061, -2.5029, 5.1636)  0.45
H (1.7211, -0.9064, 4.5928)  0.26
H (-4.0870, 1.7380, 4.6828)  0.38
H (-4.8034, 2.9546, 3.6168)  0.44
H (-3.0491, 2.9150, 3.8634)  0.05
H (-5.0759, -0.1795, 3.4206)  0.34
H (-4.8954, -0.2703, 1.6610)  0.21
H (-5.9349, 0.9740, 2.3882)  0.41
H (-2.8217, 2.8035, 1.2883)  0.07
H (-4.5708, 2.7064, 1.0687)  0.65
H (-3.5262, 1.4114, 0.4446)  0.01

HOMO-LUMO gap in eV: 7.85
Max |F| in hartree/bohr: 0.0099
Multiplicity: 1
Energy relative to the best compared isomer or geometry (same formula, charge and spin) in kcal/mol: 9.6
Highest occupied orbital energy in eV: -7.456